[1]
Computed, not measured: a molecular structure, C38H53HgN2O23S2 in a non-equilibrium geometry, with ωB97M-V/def2-TZVPD.

Computed properties:
- frontier orbital gap (eV) = 7.7
- net charge = +1

CARTESIAN COORDINATES (ANGSTROEM)
1 Hg 24.701 41.885 -5.001
2 C 25.066 37.782 -3.970
3 C 25.583 38.920 -3.098
4 O 25.316 40.160 -3.632
5 H 25.485 37.830 -4.982
6 H 23.973 37.801 -3.997
7 H 25.403 36.782 -3.666
8 H 26.672 38.736 -3.027
9 H 25.142 38.802 -2.094
10 C 29.020 36.878 -3.767
11 C 29.524 37.654 -2.562
12 O 30.126 38.797 -3.155
13 S 30.983 38.331 -4.444
14 O 32.201 37.666 -4.076
15 O 31.004 39.423 -5.375
16 O 29.953 37.142 -4.856
17 H 28.120 37.352 -4.168
18 H 28.863 35.808 -3.672
19 H 30.291 37.160 -1.957
20 H 28.723 37.915 -1.872
21 C 23.078 35.965 -0.597
22 C 21.618 35.787 -1.158
23 O 21.243 34.453 -1.002
24 S 22.354 33.567 -0.220
25 O 22.651 32.319 -0.845
26 O 21.904 33.531 1.139
27 O 23.548 34.647 -0.401
28 H 23.000 36.303 0.441
29 H 23.718 36.608 -1.193
30 H 21.666 36.066 -2.215
31 H 20.983 36.538 -0.686
32 C 23.654 33.506 -8.294
33 C 24.336 34.371 -7.454
34 C 23.966 34.366 -6.110
35 C 22.935 33.584 -5.637
36 C 22.291 32.692 -6.506
37 C 22.677 32.653 -7.831
38 N 22.632 33.480 -4.212
39 O 21.589 32.984 -3.868
40 O 23.448 33.984 -3.455
41 H 23.941 33.521 -9.340
42 H 25.095 35.024 -7.857
43 H 24.452 35.148 -5.537
44 H 21.513 32.077 -6.073
45 H 22.211 31.929 -8.486
46 C 25.273 37.560 2.547
47 C 25.508 36.201 2.760
48 C 26.288 35.516 1.859
49 C 26.683 36.111 0.640
50 C 26.390 37.457 0.453
51 C 25.670 38.211 1.387
52 N 27.304 35.321 -0.418
53 O 27.572 34.176 -0.134
54 O 27.517 35.851 -1.485
55 H 24.613 38.074 3.237
56 H 25.249 35.770 3.715
57 H 26.543 34.471 1.968
58 H 26.786 37.953 -0.426
59 H 25.425 39.250 1.232
60 O 25.548 40.795 -6.828
61 C 26.348 39.971 -7.191
62 O 26.244 39.381 -8.387
63 C 27.271 38.392 -8.514
64 C 27.640 38.026 -7.095
65 C 27.393 39.336 -6.296
66 H 28.116 38.668 -9.147
67 H 26.828 37.539 -9.033
68 H 28.653 37.644 -6.991
69 H 26.953 37.258 -6.731
70 H 28.295 39.951 -6.353
71 H 27.039 39.212 -5.277
72 O 22.809 41.987 -3.535
73 C 21.942 41.244 -3.117
74 O 20.684 41.635 -3.129
75 C 19.801 40.633 -2.635
76 C 20.713 39.655 -1.863
77 C 22.108 39.873 -2.484
78 H 19.336 40.167 -3.504
79 H 19.083 41.050 -1.934
80 H 20.426 38.608 -1.963
81 H 20.753 39.818 -0.786
82 H 22.316 39.132 -3.255
83 H 22.954 39.901 -1.804
84 O 27.054 42.668 -5.284
85 C 28.044 42.632 -4.600
86 O 28.946 43.610 -4.668
87 C 29.953 43.475 -3.661
88 C 29.312 42.503 -2.614
89 C 28.419 41.664 -3.485
90 H 30.152 44.405 -3.136
91 H 30.880 43.040 -4.022
92 H 28.748 42.848 -1.747
93 H 30.126 41.919 -2.175
94 H 27.474 41.413 -3.000
95 H 28.952 40.788 -3.852
96 O 25.319 43.241 -3.169
97 C 25.282 43.216 -1.967
98 O 26.146 43.963 -1.277
99 C 26.005 43.819 0.141
100 C 25.026 42.657 0.364
101 C 24.472 42.354 -1.021
102 H 25.564 44.743 0.517
103 H 26.994 43.683 0.571
104 H 24.333 42.918 1.158
105 H 25.614 41.785 0.654
106 H 23.433 42.646 -1.180
107 H 24.634 41.321 -1.328
108 O 22.941 40.586 -6.012
109 C 22.354 39.556 -6.223
110 O 21.126 39.402 -5.704
111 C 20.719 37.990 -5.776
112 C 21.983 37.258 -6.175
113 C 22.839 38.306 -6.866
114 H 19.881 37.872 -6.457
115 H 20.460 37.689 -4.764
116 H 21.731 36.460 -6.874
117 H 22.460 36.818 -5.301
118 H 22.581 38.297 -7.930
119 H 23.920 38.198 -6.849

Mulliken population analysis, charges in e, atoms 1 to 6: Hg 1.155; C 0.770; C 0.233; O 1.419; H -0.873; H -0.583

[2]
Computed, not measured: C8H8S in the gas phase in a non-equilibrium geometry, with ωB97M-V/def2-TZVPD.

Computed properties:
- expectation value of S² = 2.071
- spin multiplicity = 3
- frontier orbital gap (alpha / beta) (eV) = 7.9 / 7.0
- net charge = 0

CARTESIAN COORDINATES (ANGSTROEM)
1 C 0.827 -1.353 -1.828
2 C 1.625 -2.421 -1.867
3 C 0.498 -0.942 -0.462
4 C 1.062 -1.816 0.559
5 C -0.213 0.210 -0.273
6 C -0.632 0.947 0.894
7 C -0.522 0.546 2.167
8 C -1.286 2.278 0.607
9 S 1.967 -2.992 -0.221
10 H 0.462 -0.818 -2.688
11 H 2.055 -2.943 -2.698
12 H -0.500 0.702 -1.199
13 H -0.080 -0.406 2.409
14 H -0.878 1.165 2.973
15 H -2.370 2.174 0.652
16 H -1.025 2.657 -0.377
17 H -0.989 3.011 1.352

Mulliken population analysis, charges in e, atoms 1 to 6: C -1.094; C -0.144; C 1.004; C -0.378; C -0.454; C 1.245

[3]
Computed, not measured: a gas-phase ion, C5H11N2 (charge +1) in a non-equilibrium geometry, with ωB97M-V/def2-TZVPD.

Computed properties:
- structure (SMILES) = C=C(N)C(=[NH2+])CC
- frontier orbital gap (eV) = 8.4
- net charge = +1

CARTESIAN COORDINATES (ANGSTROEM)
1 C -1.584 1.564 -0.286
2 C -1.494 0.239 -0.006
3 N -2.340 -0.537 0.689
4 C -0.248 -0.340 -0.321
5 N -0.062 -1.510 -0.814
6 C 1.041 0.431 0.174
7 C 2.597 -0.119 0.400
8 H -2.455 2.153 -0.329
9 H -0.651 2.111 -0.576
10 H -2.359 -1.528 0.510
11 H -3.192 -0.012 0.883
12 H -0.788 -2.054 -1.204
13 H 0.943 -1.913 -0.877
14 H 0.724 1.080 1.078
15 H 1.274 1.017 -0.757
16 H 2.678 -1.253 0.761
17 H 2.929 0.120 -0.518
18 H 2.987 0.551 1.193

Mulliken population analysis, charges in e, atoms 1 to 6: C -1.017; C 0.521; N -0.421; C 0.788; N -0.319; C -0.841